ORCA calculation (ωB97M-V/def2-TZVPD) on a molecular structure, C40H70Ga.

Last column: Mulliken charge in e.
CARTESIAN COORDINATES (ANGSTROEM)
1 C 2.686 -6.024 0.837  -1.35
2 C 3.555 -4.857 0.325  -0.09
3 C 3.976 -5.154 -1.114  -0.71
4 C 4.700 -4.003 -1.868  -0.77
5 C 4.599 -2.612 -1.247  -0.36
6 C 5.003 -1.550 -2.283  -0.97
7 C 5.139 -0.136 -1.684  -0.43
8 C 4.581 0.956 -2.617  -0.91
9 C 3.768 2.053 -1.877  -0.35
10 C 2.668 2.693 -2.751  -0.91
11 C 1.254 2.579 -2.137  -0.70
12 C 0.835 3.836 -1.384  -0.59
13 C -0.685 3.893 -1.083  -0.88
14 C -1.016 3.867 0.418  -0.69
15 C -2.464 3.369 0.670  -0.82
16 C -2.568 2.104 1.562  -0.47
17 C -3.337 0.962 0.866  -0.74
18 C -4.171 0.061 1.790  -0.97
19 Ga -5.705 -0.818 0.714  0.34
20 C -5.045 -1.167 -1.204  -0.87
21 C -6.186 -1.026 -2.250  -1.23
22 C -6.636 -2.362 -2.844  0.73
23 C -7.268 -2.175 -4.249  -1.67
24 C -7.512 -3.221 -1.901  -1.06
25 C -8.545 -2.450 -1.037  0.13
26 C -9.925 -3.081 -1.056  -0.88
27 C -11.030 -2.408 -1.472  0.38
28 C -10.963 -1.534 -2.698  -1.00
29 C -12.358 -2.462 -0.737  -1.34
30 H 3.145 -6.960 0.506  0.34
31 H 1.690 -6.000 0.399  0.34
32 H 2.653 -6.073 1.924  0.36
33 H 4.410 -4.793 0.998  0.26
34 H 2.948 -3.958 0.398  0.25
35 H 4.674 -5.991 -1.063  0.25
36 H 3.086 -5.465 -1.661  0.34
37 H 4.243 -3.929 -2.858  0.24
38 H 5.749 -4.256 -2.017  0.39
39 H 5.279 -2.501 -0.397  0.29
40 H 3.592 -2.382 -0.901  0.35
41 H 5.976 -1.847 -2.683  0.29
42 H 4.278 -1.595 -3.096  0.38
43 H 6.209 0.056 -1.582  0.35
44 H 4.687 -0.079 -0.693  0.27
45 H 5.388 1.464 -3.148  0.23
46 H 3.938 0.526 -3.387  0.50
47 H 4.487 2.817 -1.580  0.24
48 H 3.357 1.572 -0.989  0.21
49 H 2.664 2.194 -3.721  0.50
50 H 2.931 3.739 -2.908  0.47
51 H 1.265 1.717 -1.466  0.28
52 H 0.555 2.337 -2.940  0.44
53 H 1.113 4.708 -1.978  0.45
54 H 1.365 3.884 -0.430  0.16
55 H -1.078 4.807 -1.531  0.25
56 H -1.185 3.067 -1.593  0.55
57 H -0.298 3.252 0.957  0.46
58 H -0.967 4.908 0.745  0.20
59 H -2.923 3.181 -0.301  0.44
60 H -3.064 4.159 1.125  0.45
61 H -3.028 2.328 2.522  0.39
62 H -1.545 1.754 1.720  0.28
63 H -4.004 1.356 0.093  0.27
64 H -2.640 0.309 0.332  0.21
65 H -4.563 0.610 2.651  0.40
66 H -3.551 -0.748 2.194  0.28
67 H -6.246 -2.176 1.407  -0.41
68 H -6.891 0.293 0.633  -0.31
69 H -4.246 -0.476 -1.482  0.46
70 H -4.621 -2.173 -1.294  0.45
71 H -5.801 -0.430 -3.088  0.37
72 H -7.010 -0.446 -1.831  0.38
73 H -5.718 -2.931 -3.010  0.38
74 H -6.513 -2.410 -5.003  0.41
75 H -8.112 -2.841 -4.424  0.35
76 H -7.530 -1.130 -4.416  0.34
77 H -6.865 -3.849 -1.289  0.30
78 H -8.081 -3.904 -2.538  0.55
79 H -8.239 -2.521 0.006  -0.01
80 H -8.685 -1.426 -1.360  0.41
81 H -10.032 -4.108 -0.706  0.42
82 H -9.945 -1.205 -2.904  0.15
83 H -11.557 -0.617 -2.605  0.36
84 H -11.329 -2.068 -3.577  0.23
85 H -13.028 -3.253 -1.087  0.26
86 H -12.847 -1.495 -0.851  0.35
87 H -12.151 -2.573 0.324  0.38
88 C 7.086 4.081 1.850  -0.51
89 C 7.304 2.721 1.681  -0.58
90 C 6.243 1.831 1.771  -0.21
91 C 4.962 2.302 2.022  -0.50
92 C 4.742 3.663 2.187  -0.44
93 C 5.805 4.552 2.104  -0.43
94 H 7.914 4.775 1.784  0.39
95 H 8.303 2.354 1.481  0.46
96 H 6.413 0.769 1.645  0.49
97 H 4.133 1.609 2.087  0.44
98 H 3.742 4.029 2.378  0.45
99 H 5.634 5.613 2.238  0.43
100 C 9.476 1.487 7.184  -0.42
101 C 8.743 2.616 7.523  -0.33
102 C 8.019 3.292 6.550  -0.61
103 C 8.021 2.836 5.239  0.23
104 C 8.751 1.705 4.901  -0.24
105 C 9.481 1.033 5.872  -0.47
106 H 10.042 0.961 7.941  0.35
107 H 8.736 2.970 8.546  0.36
108 H 7.452 4.176 6.814  0.36
109 H 7.453 3.360 4.481  0.14
110 H 8.750 1.348 3.880  0.26
111 H 10.054 0.153 5.607  0.36

Forces on the atoms, in the same order (eV/Å):
C 0.61 -0.21 -0.34
C -0.65 -0.86 0.25
C 0.58 0.65 0.33
C -0.72 -0.11 0.19
C 0.48 0.40 -0.45
C 0.14 -0.30 0.70
C 0.26 0.01 -1.05
C -0.38 0.55 0.34
C 0.53 -0.34 -0.61
C 0.06 -0.34 0.54
C 0.65 0.03 -0.28
C -0.66 -0.11 0.02
C 0.62 -0.12 0.03
C -1.03 0.40 -0.66
C 0.24 0.04 0.48
C 0.17 -0.11 -1.16
C -0.51 -0.35 0.53
C 0.04 -0.55 -0.27
Ga 0.36 0.25 0.14
C -0.63 -0.05 0.03
C 0.98 0.01 -0.11
C -0.22 -0.08 -0.09
C 0.43 0.07 0.24
C -0.12 0.30 -0.32
C -0.39 -1.68 -1.09
C -0.49 0.66 -0.42
C 0.50 -0.33 0.01
C 0.17 1.14 0.66
C 0.32 -0.60 -0.51
H -0.04 -0.08 0.06
H -0.13 0.07 0.18
H -0.30 0.17 0.04
H 0.15 0.37 -0.15
H 0.24 0.22 0.02
H -0.24 -0.27 -0.16
H 0.03 -0.08 -0.10
H 0.17 -0.06 -0.13
H 0.06 0.05 -0.02
H -0.14 -0.18 0.19
H -0.06 -0.08 0.04
H -0.07 -0.04 -0.26
H 0.00 0.19 -0.09
H -0.01 0.02 0.45
H -0.12 -0.01 0.01
H 0.07 -0.18 -0.14
H -0.03 -0.22 0.07
H -0.13 0.01 0.44
H -0.20 0.31 0.14
H 0.07 0.09 -0.09
H -0.19 0.07 -0.21
H -0.26 -0.04 0.03
H -0.22 0.21 0.07
H 0.15 0.03 0.04
H 0.24 0.13 -0.08
H -0.22 -0.02 0.05
H 0.01 -0.10 0.05
H 0.08 0.06 0.09
H 0.45 -0.11 0.40
H -0.09 -0.15 0.00
H 0.05 0.10 -0.04
H 0.02 0.04 0.07
H -0.03 -0.04 0.44
H 0.07 0.31 0.03
H 0.09 0.15 -0.14
H -0.07 0.12 -0.05
H 0.10 0.09 0.12
H -0.02 -0.08 0.03
H -0.07 -0.02 -0.10
H 0.07 0.06 0.16
H 0.09 -0.01 0.07
H -0.11 0.03 -0.07
H -0.17 -0.07 -0.11
H 0.02 -0.06 0.05
H -0.04 0.02 -0.09
H -0.17 0.14 -0.01
H -0.39 -0.05 -0.01
H -0.02 0.16 0.25
H 0.11 -0.16 0.00
H 0.12 0.57 0.06
H 0.38 0.20 0.28
H -0.08 0.39 1.14
H 0.05 -0.17 -0.16
H -0.08 -0.06 -0.02
H -0.04 -0.16 0.05
H -0.18 0.07 0.09
H -0.14 -0.05 -0.13
H -0.19 -0.27 0.05
C 0.00 0.02 -0.03
C 0.02 0.00 -0.03
C 0.00 0.00 0.00
C -0.02 -0.03 -0.01
C -0.01 0.01 0.02
C 0.01 0.00 0.00
H 0.00 0.00 0.00
H 0.00 0.01 -0.01
H -0.01 0.00 -0.02
H -0.01 0.00 0.00
H 0.00 0.00 0.00
H 0.00 0.00 -0.01
C 0.01 -0.01 0.00
C 0.01 0.02 0.00
C 0.01 -0.02 0.01
C -0.02 0.03 0.01
C 0.02 0.00 0.02
C 0.00 0.00 0.00
H 0.00 0.00 0.00
H 0.00 0.00 0.00
H -0.01 -0.01 0.00
H -0.01 -0.03 -0.01
H -0.02 0.00 0.00
H -0.01 -0.01 0.00

Results
Frontier orbital gap ... 6.248 eV
Spin multiplicity ... 1
Net charge ... -1
HOMO ... -4.3 eV

=====

ORCA calculation (ωB97M-V/def2-TZVPD) on a molecular structure, C40H70N2O10.

Last column: Mulliken charge in e.
CARTESIAN COORDINATES (ANGSTROEM)
1 N -18.251 -10.905 15.873  -0.26
2 C -19.367 -11.668 16.102  -0.77
3 C -19.854 -12.663 15.206  -1.12
4 C -19.106 -12.900 14.027  -0.74
5 C -17.954 -12.125 13.769  1.43
6 C -17.545 -11.141 14.716  -0.04
7 H -19.848 -11.449 17.044  0.52
8 H -20.754 -13.236 15.374  0.43
9 H -19.449 -13.675 13.357  0.52
10 H -17.369 -12.294 12.877  -0.10
11 H -16.603 -10.626 14.594  -0.67
12 N -16.087 -12.211 12.442  -0.33
13 C -15.632 -10.961 12.741  -0.89
14 C -15.032 -10.640 13.961  -1.10
15 C -14.717 -11.612 14.924  2.42
16 C -15.218 -12.876 14.650  -2.53
17 C -15.775 -13.170 13.394  1.09
18 H -15.820 -10.212 11.986  -0.41
19 H -14.711 -9.639 14.211  -0.20
20 H -14.327 -11.454 15.919  -1.61
21 H -15.068 -13.678 15.358  0.41
22 H -16.112 -14.129 13.029  -2.00
23 C -13.456 -12.988 16.348  -1.68
24 C -12.482 -12.940 17.501  0.17
25 O -11.570 -12.108 17.454  -0.62
26 C -12.654 -13.992 18.617  -1.55
27 H -13.211 -12.262 15.573  1.12
28 H -14.467 -12.680 16.612  1.17
29 H -13.585 -13.943 15.839  0.98
30 H -12.579 -13.649 19.649  0.42
31 H -11.868 -14.739 18.503  0.36
32 H -13.656 -14.421 18.624  0.37
33 C -17.919 -15.245 15.871  -1.84
34 C -16.955 -14.778 14.808  1.35
35 O -15.880 -14.406 15.141  -0.56
36 C -17.518 -14.641 13.421  -1.38
37 H -17.460 -15.323 16.856  0.39
38 H -18.331 -16.201 15.549  0.49
39 H -18.684 -14.486 16.036  0.22
40 H -17.673 -13.619 13.075  0.95
41 H -18.509 -15.093 13.427  0.69
42 H -16.897 -15.225 12.743  1.02
43 C -17.898 -16.446 11.610  -0.92
44 C -17.019 -15.529 10.724  -0.01
45 O -17.260 -15.406 9.521  -0.62
46 C -15.806 -14.906 11.400  0.43
47 H -18.884 -16.761 11.269  0.35
48 H -18.157 -15.943 12.542  0.34
49 H -17.421 -17.375 11.920  0.41
50 H -16.152 -14.283 12.225  -0.42
51 H -15.194 -14.374 10.671  0.05
52 H -15.189 -15.723 11.773  0.80
53 C -16.263 -7.776 11.020  -2.02
54 C -15.701 -8.492 12.276  2.07
55 O -16.379 -9.212 13.014  -0.31
56 C -14.281 -8.071 12.704  -1.75
57 H -16.451 -6.747 11.326  0.53
58 H -17.192 -8.271 10.738  0.40
59 H -15.651 -7.729 10.119  0.39
60 H -14.226 -6.993 12.853  0.29
61 H -13.571 -8.405 11.947  0.61
62 H -13.855 -8.530 13.595  0.47
63 C -14.625 -10.519 10.589  0.09
64 C -14.163 -9.347 9.761  0.20
65 O -14.017 -8.196 10.192  -0.73
66 C -13.852 -9.588 8.294  -1.43
67 H -14.151 -11.481 10.394  0.32
68 H -15.697 -10.620 10.421  1.19
69 H -14.418 -10.344 11.645  -0.24
70 H -13.526 -10.626 8.226  0.25
71 H -13.063 -8.893 8.006  0.47
72 H -14.698 -9.461 7.618  0.23
73 C -14.011 -12.700 11.877  -0.23
74 C -13.523 -13.109 10.491  0.19
75 O -13.893 -12.470 9.513  -0.54
76 C -12.501 -14.253 10.319  -1.41
77 H -13.650 -11.699 12.112  0.86
78 H -13.857 -13.440 12.663  -0.94
79 H -15.088 -12.624 11.732  0.27
80 H -12.213 -14.390 9.277  0.43
81 H -13.065 -15.091 10.730  0.23
82 H -11.666 -14.052 10.990  0.38
83 C -14.860 -16.267 13.321  0.22
84 C -13.622 -16.153 14.169  -0.14
85 O -13.112 -17.110 14.771  -0.66
86 C -12.956 -14.759 14.248  0.17
87 H -14.916 -17.275 12.910  0.77
88 H -14.622 -15.743 12.395  -0.55
89 H -15.725 -15.799 13.789  -0.27
90 H -12.160 -14.853 14.986  0.63
91 H -13.585 -13.917 14.540  -0.23
92 H -12.484 -14.494 13.302  0.27
93 C -17.911 -12.877 9.075  -1.49
94 C -16.794 -11.953 9.549  -0.21
95 O -16.215 -11.160 8.809  -0.56
96 C -16.685 -11.880 11.032  0.16
97 H -17.983 -13.020 7.996  0.47
98 H -18.865 -12.517 9.459  0.37
99 H -17.788 -13.891 9.456  0.15
100 H -17.688 -11.529 11.273  1.68
101 H -15.919 -11.160 11.322  0.22
102 H -16.643 -12.781 11.645  0.01
103 C -16.304 -7.396 14.558  -0.77
104 C -16.938 -8.282 15.585  0.31
105 O -17.970 -7.937 16.108  -0.66
106 C -16.256 -9.577 15.899  -0.20
107 H -16.594 -7.770 13.575  -0.01
108 H -15.217 -7.348 14.614  0.24
109 H -16.588 -6.344 14.556  0.45
110 H -15.812 -9.465 16.888  0.88
111 H -15.542 -9.833 15.116  0.53
112 H -17.004 -10.370 15.903  0.00
113 C -13.614 -8.334 16.478  -1.58
114 C -13.247 -9.820 16.207  1.71
115 O -13.017 -10.262 15.092  -0.52
116 C -13.327 -10.782 17.395  -1.95
117 H -14.446 -8.050 15.834  0.50
118 H -12.748 -7.688 16.331  0.37
119 H -14.005 -8.217 17.488  0.40
120 H -14.380 -10.999 17.576  0.51
121 H -12.738 -10.383 18.222  0.50
122 H -12.951 -11.775 17.150  1.45

Forces on the atoms, in the same order (eV/Å):
N -3.23 -3.80 -2.06
C 0.60 -0.17 -1.29
C 1.41 1.26 -0.30
C -1.42 2.61 1.91
C -4.53 1.48 2.77
C -4.38 -3.21 -1.99
H -0.23 -0.04 0.01
H -0.07 0.09 0.35
H -0.39 0.65 0.02
H -2.37 1.53 1.14
H -2.68 -1.15 -0.87
N 3.29 3.93 18.10
C 1.35 -1.25 5.85
C 3.23 -2.57 -2.61
C -3.90 -0.30 -2.37
C 3.51 7.96 -4.48
C 2.20 1.74 3.34
H -0.18 -2.70 1.76
H 0.34 -0.98 -1.68
H -2.20 1.25 -1.94
H 3.38 4.26 0.73
H 2.50 2.90 6.32
C 0.66 -3.16 1.25
C 3.31 -3.92 1.08
O 3.20 -4.49 1.21
C -0.24 0.54 0.01
H 1.69 -1.26 0.42
H 0.58 -1.08 1.37
H 0.79 0.04 2.49
H 0.51 0.72 -0.19
H -0.19 -0.19 -0.19
H 0.12 -0.36 -0.62
C -0.04 0.44 0.29
C -6.56 -0.39 1.97
O -3.18 -12.91 2.03
C -1.51 -2.30 2.27
H 0.43 -0.36 -0.23
H -0.30 0.04 0.20
H -0.39 -0.32 -0.34
H 0.11 -2.03 -0.19
H 0.15 0.17 0.90
H -1.44 0.08 1.71
C -0.99 -0.62 -0.29
C -0.40 -1.37 -1.77
O 0.82 -1.47 1.97
C -1.77 -0.37 -6.26
H 0.25 0.18 -1.18
H -0.14 -1.95 -1.82
H 0.57 0.02 -0.19
H 1.64 -1.59 -6.90
H -0.69 -0.15 -0.18
H -3.97 0.92 -4.46
C -1.08 -0.89 0.69
C 1.31 2.27 -0.63
O -2.34 4.13 -2.77
C 0.77 -0.58 0.15
H -0.23 0.11 0.19
H -0.37 0.20 0.27
H -0.54 0.27 0.82
H -0.01 0.06 -0.52
H -0.28 0.71 0.34
H -0.52 0.36 0.08
C 3.16 5.21 -0.02
C 0.98 0.70 -0.84
O 1.32 -1.92 -1.88
C 0.31 -0.43 0.46
H -1.37 2.93 -0.81
H 1.98 2.01 -1.94
H 1.15 1.30 -1.30
H 0.05 0.10 -0.44
H -0.02 -0.05 -0.03
H -0.18 0.00 0.29
C 3.96 -2.19 -3.26
C 2.57 -0.53 -0.33
O 1.27 -4.07 -1.37
C -1.37 0.88 0.62
H 0.37 -0.94 0.44
H 0.33 0.32 -0.72
H 4.95 -1.19 -2.16
H -0.07 -0.04 0.23
H 0.44 -0.59 -0.19
H 0.14 -0.09 -0.11
C 3.05 -1.51 1.50
C 1.01 -0.95 1.66
O -1.02 1.80 -1.28
C 0.90 -1.61 -0.50
H -0.70 -0.38 0.71
H 3.83 -0.27 4.96
H 0.91 -1.20 -0.59
H 0.09 0.01 -0.13
H 0.13 -0.88 -1.66
H 0.05 -0.32 -0.13
C 0.41 -0.19 -0.19
C -1.66 0.90 -2.09
O -0.74 -1.19 -0.82
C -5.80 -0.65 -11.03
H 0.16 0.53 -0.05
H -0.07 0.32 0.03
H -0.24 1.27 -0.16
H -0.22 -0.17 0.75
H -2.29 -1.05 -2.51
H -2.95 -3.75 -4.97
C -0.05 2.19 0.30
C -0.08 0.65 0.11
O -0.52 -0.09 0.43
C 1.13 2.78 2.19
H -0.50 1.84 2.13
H -0.50 -0.31 -0.12
H -0.55 0.03 0.78
H 0.13 -0.04 0.02
H -0.87 1.91 2.94
H 2.60 2.93 3.55
C 0.37 -0.88 -0.01
C 0.11 0.56 0.71
O 2.56 2.32 1.06
C -2.11 3.13 -0.66
H 0.77 -0.02 0.09
H -0.02 0.02 -0.09
H 0.30 -0.06 0.09
H -0.41 1.16 1.00
H -0.52 0.02 0.21
H -2.65 6.76 -0.57

Results
Frontier orbital gap ... 4.787 eV
ΔE to the lowest compared entry with this formula, charge and spin ... 6439.4 kJ/mol
Spin multiplicity ... 1
HOMO ... -5.6 eV